No. 1
The following is a DFT calculation (ωB97M-V/def2-TZVPD) of a cluster of 5 separate species, C27H55N3O11 in total at a distorted geometry.

The value obtained for the HOMO-LUMO gap is 8.833 eV. Its charge is 0. As for the structure (SMILES): Oc1ccc(O)cc1.COCCNCCOC.COCCNCCOC.COCCNCCOC.O=C1OCCO1. The calculation puts the LUMO energy at 0.52 eV.

Structure (XYZ):
```
96
Properties=species:S:1:pos:R:3:forces:R:3
O -3.37737 -1.64367 -2.61301 -0.2 0.3 -0.2
C -3.25417 -1.47840 -1.26345 0.3 -1.0 0.2
C -4.05103 -0.55551 -0.62943 -0.4 1.1 0.1
C -3.94933 -0.33852 0.73399 0.3 -0.4 0.9
C -3.08971 -1.11879 1.49512 0.6 -0.6 0.1
O -3.01514 -0.93853 2.86234 -0.4 0.3 -0.1
C -2.29918 -2.08969 0.88789 -0.3 0.5 -0.7
C -2.38994 -2.24966 -0.49102 0.1 -0.4 0.2
H -3.15587 -2.53806 -2.88540 0.2 0.0 0.1
H -4.74042 0.06229 -1.19153 0.0 -0.1 -0.2
H -4.51684 0.39188 1.29800 -0.2 0.1 -0.4
H -2.35235 -1.53627 3.22089 0.0 0.0 0.0
H -1.57509 -2.67789 1.43769 -0.1 -0.1 0.2
H -1.78924 -3.04223 -0.92376 0.0 0.2 -0.3
C -3.63559 4.64506 2.13085 0.6 0.3 0.3
O -3.48013 3.28875 2.47298 -0.2 -0.3 -0.5
C -3.88704 2.91252 3.77828 0.7 -0.3 0.0
C -5.31195 2.41217 3.80101 -0.8 -0.2 -0.7
N -5.77599 2.02096 5.11337 0.4 -0.3 0.4
C -5.18296 0.77504 5.61549 -0.3 -0.2 0.3
C -6.14408 -0.40565 5.53872 1.3 -0.6 0.4
O -7.21894 -0.14984 6.41232 0.0 -0.1 0.0
C -8.15803 -1.19728 6.42107 -1.2 0.2 -0.3
H -2.93714 5.23169 2.74368 -0.3 0.2 0.1
H -4.65421 5.02811 2.23378 0.0 -0.1 0.1
H -3.31128 4.78820 1.09972 -0.1 -0.3 0.0
H -3.64383 3.68968 4.50997 -0.4 0.2 0.0
H -3.22537 2.07522 4.01374 -0.1 0.0 0.2
H -5.38114 1.58435 3.07265 0.2 -0.1 0.0
H -6.00310 3.15214 3.38499 0.2 0.3 0.2
H -6.76825 1.82281 5.10062 -0.1 0.5 -0.1
H -4.93374 0.85803 6.68071 -0.1 0.2 -0.1
H -4.23093 0.52352 5.14301 -0.2 0.0 -0.4
H -5.55492 -1.26245 5.90911 -0.2 -0.1 0.1
H -6.44696 -0.72807 4.53575 -0.3 0.6 -0.2
H -8.96654 -0.97751 5.70768 0.3 -0.2 -0.4
H -8.72022 -1.25060 7.35608 0.6 0.1 0.3
H -7.72104 -2.17073 6.19818 0.1 0.0 0.0
C 9.42989 3.01143 -1.47902 0.0 -0.3 -1.0
O 8.97055 1.71803 -1.16201 0.2 0.1 0.6
C 9.92875 0.98983 -0.41329 -0.4 -0.6 -1.0
C 9.36381 -0.36072 0.00848 0.7 0.3 1.2
N 8.58859 -1.08971 -0.95505 -0.1 0.1 0.3
C 7.92549 -2.27164 -0.35327 0.5 0.6 -1.2
C 6.49758 -1.99042 0.04769 0.2 -1.6 0.2
O 5.80473 -1.60021 -1.11646 0.2 1.0 0.3
C 4.55731 -1.02565 -0.85007 -1.3 0.3 -0.2
H 8.62705 3.46541 -2.05924 -0.1 0.4 0.4
H 10.27929 2.98576 -2.17735 0.1 -0.2 0.2
H 9.74806 3.59254 -0.61112 -0.3 0.1 0.2
H 10.22477 1.53939 0.48480 0.1 0.1 0.0
H 10.79768 0.79749 -1.05782 0.1 0.3 0.1
H 8.86946 -0.20960 0.98756 -0.3 -0.1 -0.2
H 10.26838 -0.93638 0.25448 -0.2 -0.2 0.0
H 7.87164 -0.48097 -1.33682 0.0 -0.1 -0.1
H 8.50790 -2.66152 0.48090 0.0 0.1 0.1
H 7.95880 -3.01286 -1.15398 -0.3 -0.3 0.2
H 6.46614 -1.34077 0.92873 -0.3 0.7 -0.5
H 6.07452 -2.94413 0.39869 -0.1 0.0 0.1
H 3.78864 -1.78413 -0.67312 0.2 -0.2 0.4
H 4.15270 -0.46112 -1.69538 0.6 -0.2 -0.4
H 4.52520 -0.28645 -0.04378 0.4 -0.3 0.3
C -2.75047 -2.39457 -7.82895 -0.3 -0.6 -0.7
O -2.48298 -1.71521 -6.63772 0.6 0.0 -0.2
C -1.92506 -0.44635 -6.87455 -0.4 1.4 1.1
C -1.19361 0.07998 -5.64581 0.6 -0.9 1.0
N -0.21632 -0.91829 -5.15625 0.4 1.0 0.1
C 0.89442 -0.32721 -4.40229 1.1 -0.8 0.4
C 1.30173 -1.31649 -3.30894 0.4 0.5 -0.6
O 0.34698 -1.44140 -2.28185 0.1 -0.1 0.3
C 0.96004 -1.93888 -1.09534 -0.2 0.5 -0.2
H -1.92392 -2.40513 -8.55113 0.3 0.1 0.4
H -3.59126 -1.99549 -8.41400 -0.2 0.2 0.4
H -2.97618 -3.43294 -7.58743 -0.1 0.0 0.1
H -2.75508 0.26087 -7.01834 0.1 0.0 -0.6
H -1.20620 -0.39339 -7.69441 -0.2 -0.5 -0.3
H -1.83848 0.35176 -4.80060 -0.5 -0.1 -0.3
H -0.64195 0.99660 -5.85890 -0.1 0.0 -0.5
H -0.66842 -1.52106 -4.48113 -0.4 -0.1 -0.3
H 0.81150 0.70477 -4.03913 -0.8 -0.2 0.3
H 1.84882 -0.25968 -4.94885 -0.4 -0.1 -0.7
H 2.28923 -1.02609 -2.93872 -0.1 0.2 0.4
H 1.49815 -2.26080 -3.83152 -0.3 -0.3 0.2
H 1.78750 -1.28587 -0.83013 0.3 -0.2 -0.1
H 1.27303 -2.97637 -1.23497 0.1 -0.1 0.1
H 0.27988 -1.84555 -0.25039 -0.3 -0.2 -0.3
O 1.83072 0.02524 1.23262 0.1 -0.4 -0.1
C 0.82416 0.60183 1.48364 -0.2 0.8 -0.6
O 0.27956 0.69143 2.69964 0.1 -0.5 0.4
C -0.85682 1.51988 2.65494 -1.3 1.0 0.1
C -0.77927 2.21816 1.28522 -0.7 -0.9 0.7
O 0.08839 1.31899 0.58050 0.7 0.3 0.2
H -1.80398 0.98066 2.69345 0.4 -0.5 0.1
H -0.86875 2.17471 3.52742 0.3 0.2 -0.2
H -0.44914 3.25438 1.35794 0.5 -0.2 -0.4
H -1.76412 2.16483 0.83033 0.1 0.2 -0.2
```
Forces are in eV/Å.

List of Löwdin charges in e, atom by atom: 0.05 -0.32 -0.01 -0.01 -0.32 0.01 -0.02 -0.02 0.11 0.12 0.10 0.10 0.12 0.12 -0.10 -0.22 -0.22 -0.22 -0.05 -0.19 -0.25 -0.18 -0.12 0.09 0.09 0.09 0.13 0.09 0.11 0.12 0.10 0.12 0.10 0.12 0.13 0.09 0.09 0.09 -0.12 -0.19 -0.23 -0.25 -0.05 -0.19 -0.24 -0.17 -0.12 0.09 0.09 0.09 0.12 0.12 0.12 0.12 0.10 0.12 0.11 0.12 0.12 0.07 0.08 0.09 -0.14 -0.17 -0.24 -0.20 -0.04 -0.21 -0.24 -0.17 -0.10 0.09 0.09 0.09 0.12 0.12 0.12 0.11 0.09 0.12 0.11 0.10 0.13 0.05 0.10 0.06 0.15 -0.56 0.08 -0.14 -0.10 0.06 0.09 0.13 0.13 0.12

No. 2
The following is a DFT calculation (ωB97M-V/def2-TZVPD) of a structure of composition C46H48AsN3ORh at a distorted geometry.

The value obtained for the HOMO-LUMO gap (spin up / spin down) is 3.606 / 6.579 eV. Its charge is -1. The calculation puts the LUMO energy (spin up / spin down) at 2.64 / 2.61 eV. Its spin multiplicity is 5.

Structure (XYZ):
```
100
Properties=species:S:1:pos:R:3:forces:R:3
Rh 0.35628 -0.03207 -0.17619 -5.7 -1.1 -2.4
N -1.46673 -1.37618 0.79929 -0.4 -0.3 -1.2
N -0.41559 -2.55654 -1.57728 0.7 0.8 -1.6
C 2.16648 0.81926 -0.57690 1.7 1.0 -0.7
C 2.33212 -0.51999 -0.07994 1.5 0.0 0.2
C 1.74251 -0.56762 1.22413 1.3 0.1 1.3
C 1.68540 -1.74836 2.13567 0.0 0.1 0.0
H 1.66492 -2.68042 1.56195 -0.1 0.1 0.1
H 0.76843 -1.65458 2.72777 0.2 -0.4 -0.1
H 2.53867 -1.78964 2.82317 0.0 0.0 -0.1
C 1.22480 0.74865 1.51992 0.8 0.3 1.4
C 0.63388 1.20030 2.81088 0.0 -0.3 0.0
H 1.35957 1.73724 3.43864 0.0 0.0 -0.1
H 0.28847 0.31061 3.34254 0.0 0.5 -0.1
H -0.22595 1.86535 2.66052 0.1 -0.2 0.0
C 1.46049 1.58799 0.40290 1.1 0.8 0.2
C 1.06667 3.02469 0.29041 0.2 -0.2 0.1
H 0.18660 3.21452 0.90193 -0.1 0.1 -0.1
H 0.85036 3.26951 -0.74808 -0.1 0.1 0.0
H 1.85718 3.69030 0.64434 0.1 0.1 0.0
C 2.97617 -1.67676 -0.78431 0.0 0.2 0.2
H 4.02429 -1.80972 -0.49541 0.0 0.0 0.0
H 2.92984 -1.53776 -1.86555 0.0 -0.1 -0.1
H 2.44214 -2.58944 -0.51891 0.0 -0.1 -0.1
C 2.67527 1.38256 -1.87169 0.0 0.0 0.0
H 1.87512 1.93400 -2.38535 0.2 -0.1 0.0
H 3.02116 0.57713 -2.52822 -0.1 0.2 0.0
H 3.51499 2.08196 -1.73473 -0.1 -0.1 0.0
C -2.17761 -0.82769 1.73369 0.0 -1.0 0.9
H -2.45980 0.22408 1.66063 0.2 -0.1 -0.1
C -2.41340 -1.53517 3.00331 -0.3 -0.1 -0.4
H -3.31996 -1.10774 3.46229 0.6 -0.4 0.6
C -2.34857 -3.01349 2.88354 -0.2 0.6 0.0
H -2.76029 -3.60508 3.70711 0.2 0.0 -0.4
C -1.68854 -3.55145 1.82623 0.5 0.1 -0.5
H -1.50897 -4.62438 1.75423 -0.2 0.1 0.0
C -1.19326 -2.72434 0.73599 -0.2 0.5 1.0
C -0.50229 -3.23920 -0.36830 -0.5 -0.8 0.6
H -0.27627 -4.29763 -0.41273 0.0 0.1 -0.1
C -0.32555 -1.19276 -1.67196 -0.4 0.3 0.4
C -0.39186 -3.10067 -2.88162 -0.3 -0.3 1.0
H -0.40208 -4.16084 -3.06870 0.0 0.0 0.1
C -0.42321 -2.07833 -3.74262 -0.2 0.7 -0.3
H -0.45030 -2.05808 -4.81548 0.0 -0.1 -0.1
N -0.43414 -0.89606 -2.98954 -0.1 -0.7 -1.1
C -0.63611 0.41708 -3.54846 0.3 -0.5 0.0
C 0.34074 0.94419 -4.40018 -0.4 0.4 0.2
C 0.15700 2.24401 -4.89646 -0.4 -0.2 0.1
H 0.92942 2.67786 -5.53504 -0.2 -0.1 0.1
C -0.99662 2.97436 -4.60041 0.1 -0.3 0.1
C -1.19330 4.36696 -5.13511 0.0 0.2 0.0
H -1.06745 5.11857 -4.34352 0.0 -0.2 -0.1
H -2.20488 4.49184 -5.54255 0.2 0.0 0.1
H -0.47026 4.58673 -5.92767 -0.1 0.0 0.1
C -1.99238 2.38360 -3.81390 0.3 -0.4 0.0
H -2.92162 2.92404 -3.61992 0.2 -0.1 0.0
C -1.83811 1.09244 -3.29207 0.1 0.4 -0.3
C -2.97630 0.43610 -2.57231 -0.4 0.0 0.4
H -3.41331 -0.38249 -3.16450 0.2 0.1 0.1
H -3.76829 1.17544 -2.40739 0.1 -0.1 0.0
H -2.69571 0.03083 -1.59110 0.1 0.0 -0.2
C 1.55404 0.16370 -4.80533 0.6 -0.1 -0.2
H 1.39933 -0.33919 -5.77372 0.0 0.1 0.2
H 1.84183 -0.60586 -4.07711 -0.2 0.3 -0.2
H 2.40869 0.84350 -4.93438 -0.2 -0.2 0.0
O -1.11890 -1.08269 3.82020 0.3 -0.3 0.8
As -0.52784 -1.11309 5.51038 -0.1 0.7 -0.2
C -2.11545 -1.81843 6.32739 -1.1 -0.8 -0.1
C -3.28150 -1.05142 6.37581 -0.2 -0.1 0.4
C -4.42506 -1.57592 6.98296 0.3 0.0 0.1
C -4.38572 -2.85122 7.55502 0.2 0.2 -0.2
C -3.21292 -3.60853 7.50540 0.3 0.0 -0.2
C -2.07442 -3.11058 6.86802 -0.6 0.6 0.2
C 1.41597 -1.61966 5.42055 0.8 -0.2 -0.4
C 1.75449 -2.87056 5.96808 0.5 0.2 0.1
C 3.09187 -3.21442 6.20996 -0.3 0.2 -0.2
C 4.12220 -2.31801 5.89917 -0.1 0.1 -0.2
C 3.80457 -1.05858 5.37482 -0.6 -0.2 0.4
C 2.45838 -0.70862 5.16368 0.6 0.1 0.3
C -0.58557 0.80000 5.73518 0.2 0.4 0.2
C -1.53120 1.63873 5.12533 0.3 0.1 0.4
C -1.42213 3.02260 5.28855 0.1 -0.4 0.2
C -0.34984 3.55336 6.01664 0.1 0.0 0.1
C 0.59039 2.71536 6.63338 -0.3 -0.2 -0.1
C 0.44506 1.33194 6.51341 -0.3 0.4 -0.1
H -3.27683 -0.03787 5.96558 -0.2 -0.4 0.1
H -5.33488 -0.98046 7.01998 0.1 -0.1 0.0
H -5.27123 -3.25316 8.03517 0.1 0.0 0.0
H -3.16690 -4.59204 7.96735 -0.1 0.1 -0.1
H -1.14559 -3.67736 6.80623 -0.3 0.0 0.1
H 0.96221 -3.54964 6.27674 0.1 0.0 -0.1
H 3.33584 -4.17591 6.66668 -0.1 0.2 -0.2
H 5.16690 -2.59760 6.05932 -0.4 0.1 0.0
H 4.60254 -0.33741 5.17098 -0.3 -0.2 0.0
H 2.25229 0.31877 4.86206 -0.1 -0.4 -0.3
H -2.35030 1.22860 4.52961 0.4 0.0 0.0
H -2.18947 3.66244 4.84135 0.4 -0.1 0.2
H -0.24834 4.63501 6.11346 0.0 -0.2 0.0
H 1.43404 3.10383 7.21118 -0.4 0.1 -0.2
H 1.14455 0.64910 6.99636 -0.1 0.2 -0.1
```
Forces are in eV/Å.

Löwdin population analysis, charges in e, atoms 1 to 99: 1.02 0.02 -0.06 -0.35 -0.34 -0.32 -0.03 0.07 0.05 0.07 -0.34 -0.05 0.08 0.03 0.08 -0.37 -0.05 0.06 0.06 0.07 -0.04 0.07 0.06 0.06 -0.05 0.06 0.05 0.08 -0.16 0.09 -0.28 0.11 -0.07 0.09 -0.06 0.10 -0.31 -0.08 0.10 -0.21 -0.05 0.11 -0.07 0.11 -0.04 -0.13 -0.21 -0.02 0.11 -0.28 -0.07 0.08 0.08 0.07 -0.01 0.11 -0.19 -0.04 0.09 0.07 0.06 -0.06 0.08 0.07 0.08 -0.41 1.32 -0.33 -0.11 -0.09 -0.11 -0.10 -0.11 -0.31 -0.13 -0.11 -0.12 -0.09 -0.14 -0.32 -0.11 -0.09 -0.10 -0.09 -0.13 0.08 0.10 0.09 0.09 0.08 0.07 0.09 0.09 0.10 0.08 0.10 0.10 0.09 0.10

ΔE to the lowest compared entry with this formula, charge and spin, respectively: 237.92; 91.74 kJ/mol.